# C6H14N2O

A molecular structure, C6H14N2O in a non-equilibrium geometry (ωB97M-V with the def2-TZVPD basis set, the Open Molecules 2025 dataset).

Energy above the lowest of the compared OMol25 structures with the same formula, charge and spin = 239.1 kcal per mole
Spin multiplicity = 1
HOMO level = -8.53 eV

Cartesian coordinates (Å):
C: 1.94492 0.45517 0.31075
C: 0.63004 1.15558 0.46898
C: 0.48253 1.69609 -1.06407
C: -1.03877 -0.85263 0.10226
C: -0.96979 -0.47606 -1.33131
C: -0.48047 -2.03224 0.59267
H: 2.50147 1.36353 -0.63274
H: 2.61504 0.58004 1.67691
H: 1.83788 -0.71962 -0.06728
H: 0.78566 2.09336 1.25008
H: -0.50371 1.95879 -1.33745
H: 0.84256 0.69933 -1.54247
H: 1.00841 2.66663 -1.11476
H: -2.09686 -0.96332 0.47913
H: 0.08086 -0.41069 -1.86373
H: -1.56909 -1.21291 -2.00152
H: -1.28505 0.49420 -1.58580
H: -1.13944 -2.83130 0.35497
H: -0.21977 -2.08615 1.74507
H: 0.46217 -2.28261 -0.12662
N: -0.61774 0.34246 1.06032
N: -1.04976 0.42257 2.19668
O: -2.22110 -0.06021 2.42992

=====

# C20H24F18N7O3

4 unconnected molecules or ions with the total composition C20H24F18N7O3 in a non-equilibrium geometry (ωB97M-V with the def2-TZVPD basis set, the Open Molecules 2025 dataset).

Net charge = +1
Spin multiplicity = 1
HOMO level = -10.31 eV

Cartesian coordinates (Å):
F: 3.66434 -0.71676 1.94553
N: 3.36263 -2.06120 2.06992
C: 4.57804 -2.94886 1.98402
C: 5.11439 -3.34806 0.50280
C: 6.33140 -2.43348 -0.10043
C: 6.47295 -0.93006 0.51867
C: 7.21357 -0.49368 1.91375
C: 7.26948 1.10496 2.40280
C: 6.57889 2.32842 1.49654
C: 5.87059 1.88883 0.06134
C: 5.82521 0.30849 -0.39960
C: 2.15519 -2.49442 1.28226
F: 2.08192 -3.98453 1.03881
F: 0.96554 -2.23569 2.18085
C: 1.87693 -1.75097 -0.13371
F: 3.11696 -1.28107 -0.85905
F: 1.31528 -2.80779 -1.05910
C: 0.87820 -0.45309 -0.09696
F: 1.28280 0.38666 -1.29035
F: 1.12543 0.47025 1.07411
C: -0.71147 -0.77211 -0.33312
F: -1.20360 -2.04842 0.22453
F: -0.87623 -0.89902 -1.83136
C: -1.67276 0.51768 0.07831
F: -2.98056 0.26160 -0.63496
F: -1.17271 1.80972 -0.52536
C: -2.03519 0.62317 1.66514
F: -1.28887 -0.28588 2.56250
F: -3.49197 0.25698 1.83088
C: -1.89524 2.13719 2.31412
F: -0.49783 2.69891 2.19012
F: -2.08043 1.94189 3.80169
C: -3.06608 3.18659 1.85577
F: -4.15150 3.08822 2.90077
F: -3.70594 2.89668 0.55381
F: -2.55168 4.58947 1.91787
H: 3.06425 -2.13019 3.09313
H: 5.40084 -2.46122 2.69856
H: 4.28444 -3.96886 2.53113
H: 5.57451 -4.44708 0.60976
H: 4.23084 -3.49844 -0.28683
H: 6.28252 -2.38754 -1.26989
H: 7.34967 -3.00122 0.15708
H: 7.69779 -1.31008 2.60573
H: 7.79738 1.33253 3.44848
H: 6.59067 3.46284 1.86367
H: 5.35495 2.69826 -0.64723
H: 5.31258 0.02706 -1.43980
C: -5.61231 1.51503 -3.95916
O: -6.46413 1.91680 -4.73607
N: -4.67854 0.61132 -4.30722
N: -5.53116 1.94022 -2.68549
H: -3.96919 0.26855 -3.68165
H: -4.70423 0.26536 -5.25748
H: -6.21545 2.62094 -2.38266
H: -4.83699 1.62119 -2.03086
C: -1.69482 -2.62683 6.29522
O: -2.00347 -3.30618 7.26157
N: -0.46147 -2.11589 6.12933
N: -2.56050 -2.32852 5.30971
H: -0.18851 -1.55439 5.34052
H: 0.22075 -2.31683 6.84874
H: -3.49998 -2.69365 5.39570
H: -2.32506 -1.77077 4.50617
C: -7.46106 3.28922 -8.51703
O: -7.92616 3.65134 -9.58622
N: -6.17840 3.50260 -8.17210
N: -8.18974 2.64451 -7.58805
H: -5.77736 3.21196 -7.29648
H: -5.59522 3.98495 -8.84337
H: -9.16049 2.46384 -7.80789
H: -7.82464 2.33850 -6.70190

=====

# C39H50N5SSb2W

A molecular structure, C39H50N5SSb2W in a non-equilibrium geometry (ωB97M-V with the def2-TZVPD basis set, the Open Molecules 2025 dataset).

Energy above the lowest of the compared OMol25 structures with the same formula, charge and spin = 33.1 kcal per mole
Net charge = +1
Spin multiplicity = 1
HOMO level (alpha / beta) = -9.22 / -9.22 eV

Cartesian coordinates (Å):
W: -0.49565 0.22061 -0.01671
C: 0.13598 3.92384 -0.62511
C: -1.05956 4.07097 0.30988
C: -2.25428 3.16754 -0.01102
N: -2.07882 1.75189 -0.45936
C: -3.18362 1.22052 -0.91794
C: -4.46236 1.88738 -0.93989
C: -5.54474 1.67805 -1.74168
C: -5.71613 0.75485 -2.79240
C: -4.91492 -0.32430 -3.01895
C: -3.83172 -0.79596 -2.25183
C: -3.13363 -0.20390 -1.21882
N: -2.20553 -0.84876 -0.46043
C: -2.35408 -2.29257 -0.27968
C: -1.12062 -3.12003 -0.62924
C: -0.25350 -2.50964 -1.69184
N: 0.37912 -1.24478 -1.29206
C: 1.44463 -0.83694 -1.95634
C: 2.19755 -1.62212 -2.87474
C: 3.46704 -1.40956 -3.35955
C: 4.34553 -0.35083 -3.14593
C: 4.00723 0.87247 -2.60866
C: 2.76395 1.32130 -2.17988
C: 1.59046 0.61321 -1.90658
N: 0.42288 1.23780 -1.58573
C: 0.04862 2.27470 -2.57228
C: -0.32038 3.66827 -2.06196
H: 0.73082 3.07874 -0.28604
H: 0.78555 4.79765 -0.55806
H: -1.45272 5.08891 0.23939
H: -0.75024 3.93740 1.34506
H: -2.84315 3.66129 -0.78510
H: -2.88574 3.15181 0.88009
H: -4.57347 2.68489 -0.22092
H: -6.37432 2.35504 -1.56981
H: -6.58273 0.88205 -3.42696
H: -5.18992 -0.96146 -3.85186
H: -3.48146 -1.78132 -2.53430
H: -3.21821 -2.65267 -0.83925
H: -2.61395 -2.46505 0.76945
H: -1.43733 -4.10701 -0.97151
H: -0.49989 -3.30492 0.24077
H: -0.84336 -2.30709 -2.59493
H: 0.50419 -3.24656 -1.95283
H: 1.74186 -2.54457 -3.19648
H: 3.85370 -2.21408 -3.97652
H: 5.35779 -0.47292 -3.50859
H: 4.79797 1.61448 -2.58421
H: 2.68860 2.38738 -1.99222
H: -0.77929 1.86326 -3.15745
H: 0.89146 2.35365 -3.25943
H: -1.39957 3.76772 -2.13536
H: 0.08507 4.41722 -2.74351
C: -2.33690 -1.59520 3.20688
Sb: -0.39631 -1.56551 2.31879
C: 0.71016 -0.82894 3.97553
C: -0.09578 -3.68804 2.79920
C: 0.62204 -4.67174 1.92463
C: -0.12175 -5.63134 1.23792
C: 0.48251 -6.61045 0.46785
C: 1.86952 -6.65736 0.39709
C: 2.61623 -5.72096 1.09236
C: 2.01410 -4.71675 1.85013
C: 2.86080 -3.72183 2.56838
Sb: 3.26793 -1.98484 1.34049
C: 5.08910 -1.48582 2.33848
C: 4.20371 -3.06615 -0.24930
H: -2.21876 -1.37476 4.26731
H: -2.79092 -2.57793 3.09211
H: -2.97734 -0.84224 2.75513
H: 0.74996 -1.62348 4.71984
H: 0.18804 0.02971 4.39090
H: 1.72016 -0.53742 3.69046
H: -1.12280 -4.02038 2.94191
H: 0.36517 -3.62624 3.78501
H: -1.20318 -5.61144 1.32258
H: -0.12012 -7.34466 -0.04996
H: 2.36574 -7.42724 -0.17810
H: 3.69865 -5.77591 1.06543
H: 3.83977 -4.13405 2.81544
H: 2.39977 -3.37101 3.49182
H: 5.71605 -2.37501 2.39236
H: 4.88725 -1.12149 3.34435
H: 5.61327 -0.70840 1.78504
H: 4.99325 -3.69471 0.16380
H: 4.63598 -2.36641 -0.96329
H: 3.47436 -3.69363 -0.76084
S: -1.33530 1.36822 2.22115
C: 0.32555 1.79013 2.28318
C: 0.97634 2.56049 3.25501
C: 2.33320 2.75633 3.14058
C: 3.03231 2.16965 2.08068
C: 2.32785 1.42035 1.16726
N: 0.99841 1.25198 1.26104
H: 0.39784 2.98276 4.06494
H: 2.85947 3.35368 3.87361
H: 4.09912 2.29242 1.96448
H: 2.82061 0.94930 0.33024

=====

# C16H38ClO3SSiTiTm

A molecular structure, C16H38ClO3SSiTiTm in a non-equilibrium geometry (ωB97M-V with the def2-TZVPD basis set, the Open Molecules 2025 dataset).

Energy above the lowest of the compared OMol25 structures with the same formula, charge and spin = 0.0 kcal per mole
Net charge = -1
Spin multiplicity = 4
HOMO level (alpha / beta) = -3.33 / -4.25 eV

Cartesian coordinates (Å):
Ti: 0.08336 -0.21322 -2.49920
Cl: -0.21148 1.60554 -3.77419
C: -1.78186 -0.37838 -1.92652
H: -1.75653 -0.85332 -0.93034
H: -2.38326 -1.00042 -2.59296
H: -2.26678 0.60490 -1.81824
Tm: 0.58510 0.11537 -5.45237
C: 2.51888 0.64591 -5.87992
C: -0.68527 -0.06676 -7.02588
C: 0.41489 -1.41990 -3.99313
H: -1.05089 -1.10092 -7.02240
H: -1.50780 0.64618 -6.96346
H: -0.05329 0.12358 -7.90396
H: 3.16031 -0.16870 -5.52205
H: 2.53994 0.70727 -6.97769
H: 2.79333 1.59689 -5.42223
H: -0.36518 -2.12486 -4.15168
H: 1.44100 -1.77234 -3.94243
C: 1.35436 3.23057 2.22620
C: 2.00214 1.84842 2.32002
C: 3.16111 1.68037 1.33757
C: 2.43387 1.53460 3.75658
O: 1.02466 0.88321 1.99354
Si: -0.07584 0.44248 0.98830
S: 0.16894 1.50265 -0.83671
O: 0.04212 -1.09903 0.80194
C: 0.59913 -2.33037 1.22436
C: 1.23525 -2.96462 -0.01161
C: 1.64008 -2.05475 2.31183
C: -0.55546 -3.17817 1.76163
O: -1.43367 0.82108 1.62894
C: -2.75649 0.66870 2.09765
C: -3.54005 -0.17327 1.09467
C: -2.69561 0.00400 3.47385
C: -3.33233 2.08502 2.19492
H: 2.11107 3.97626 2.50593
H: 0.49404 3.31323 2.91211
H: 1.01046 3.44227 1.20204
H: 3.93608 2.41229 1.60289
H: 3.59147 0.66597 1.39668
H: 2.83612 1.86421 0.30219
H: 1.57920 1.61224 4.44893
H: 2.85692 0.51925 3.82931
H: 3.19878 2.26593 4.04331
H: 2.03811 -2.32436 -0.41371
H: 1.66407 -3.93155 0.29056
H: 0.48517 -3.13399 -0.80159
H: 1.18632 -1.55905 3.18529
H: 2.05860 -3.02127 2.63392
H: 2.46181 -1.42932 1.92689
H: -1.01627 -2.70232 2.64165
H: -1.32844 -3.33438 0.99235
H: -0.14603 -4.14967 2.06827
H: -3.09896 -1.17836 0.98840
H: -4.56806 -0.27715 1.46701
H: -3.57954 0.32003 0.11214
H: -2.09967 0.60395 4.18052
H: -3.72230 -0.08506 3.84956
H: -2.25773 -1.00360 3.40689
H: -2.74568 2.69856 2.89823
H: -3.32709 2.57799 1.20925
H: -4.36512 2.01014 2.55593

=====

# C3H8N2O

A single C3H8N2O molecule in a non-equilibrium geometry (ωB97M-V with the def2-TZVPD basis set, the Open Molecules 2025 dataset).

Energy above the lowest of the compared OMol25 structures with the same formula, charge and spin = 94.4 kcal per mole
Spin multiplicity = 1
HOMO level = -8.94 eV

Cartesian coordinates (Å):
C: -0.68257 -0.81326 -1.35263
N: 0.46963 -0.05370 -0.74704
C: -0.18951 1.34123 -0.01785
O: 0.26835 1.31595 1.25365
C: 0.35795 -0.09885 1.54926
N: 1.04134 -0.73627 0.33579
H: -1.02408 -0.11264 -2.06204
H: -0.04348 -1.58227 -1.75254
H: -1.43555 -1.28709 -0.76745
H: -0.03594 2.18791 -0.65923
H: -1.19046 0.96227 -0.08605
H: -0.46758 -0.72498 1.64145
H: 0.94904 -0.01559 2.43884
H: 1.98289 -0.38271 0.22585

=====

# CH7N2O

2 unconnected molecules or ions with the total composition CH7N2O in a non-equilibrium geometry (ωB97M-V with the def2-TZVPD basis set, the Open Molecules 2025 dataset).

Energy above the lowest of the compared OMol25 structures with the same formula, charge and spin = 28.8 kcal per mole
Net charge = -1
Spin multiplicity = 1
HOMO level = -2.92 eV

Cartesian coordinates (Å):
O: -2.12481 0.02288 -0.57381
H: -2.73454 0.74057 -0.69914
N: 0.92630 0.83956 -0.69273
C: 1.03201 -0.04596 0.46397
N: 0.07467 -1.25786 0.58230
H: 0.74204 0.28078 -1.62508
H: 0.00676 1.17322 -0.56391
H: 2.11770 -0.37657 0.44312
H: 1.04569 0.68207 1.27706
H: -0.37233 -0.84885 1.50340
H: -0.71349 -1.20984 -0.11518

=====

Question: What is the formula in the second record?
Answer: C20H24F18N7O3

=====

Please write out number 1 again, unchanged.
# C6H14N2O

A molecular structure, C6H14N2O in a non-equilibrium geometry (ωB97M-V with the def2-TZVPD basis set, the Open Molecules 2025 dataset).

Energy above the lowest of the compared OMol25 structures with the same formula, charge and spin = 239.1 kcal per mole
Spin multiplicity = 1
HOMO level = -8.53 eV

Cartesian coordinates (Å):
C: 1.94492 0.45517 0.31075
C: 0.63004 1.15558 0.46898
C: 0.48253 1.69609 -1.06407
C: -1.03877 -0.85263 0.10226
C: -0.96979 -0.47606 -1.33131
C: -0.48047 -2.03224 0.59267
H: 2.50147 1.36353 -0.63274
H: 2.61504 0.58004 1.67691
H: 1.83788 -0.71962 -0.06728
H: 0.78566 2.09336 1.25008
H: -0.50371 1.95879 -1.33745
H: 0.84256 0.69933 -1.54247
H: 1.00841 2.66663 -1.11476
H: -2.09686 -0.96332 0.47913
H: 0.08086 -0.41069 -1.86373
H: -1.56909 -1.21291 -2.00152
H: -1.28505 0.49420 -1.58580
H: -1.13944 -2.83130 0.35497
H: -0.21977 -2.08615 1.74507
H: 0.46217 -2.28261 -0.12662
N: -0.61774 0.34246 1.06032
N: -1.04976 0.42257 2.19668
O: -2.22110 -0.06021 2.42992